(1)
C20H24N4O4 | wB97M-V/def2-TZVPD

```
52
Properties=species:S:1:pos:R:3:mulliken_charge:R:1
C -2.99651 -3.62705 -0.11931 -0.841
C -3.75754 -2.74571 -1.09666 -0.367
O -4.16581 -1.54250 -0.44768 -0.353
C -3.77214 -0.37700 -1.00097 0.891
O -3.10830 -0.29096 -2.01108 -0.689
N -4.25443 0.68877 -0.31630 0.128
C -4.71593 0.59421 1.04913 -0.857
C -3.54670 0.84850 2.02025 -0.938
C -2.51361 1.78254 1.37622 -0.274
N -1.56820 0.99228 0.60639 0.192
C -0.62130 1.51292 -0.18251 0.745
O -0.34670 2.69041 -0.27340 -0.683
C 0.10645 0.43844 -1.02076 -1.189
N 1.04996 -0.33099 -0.23727 1.149
N 2.30737 0.01347 -0.39685 -1.121
C 3.25990 -0.60430 0.24738 0.404
C 4.62761 -0.13300 0.01045 0.886
C 4.83418 1.18355 -0.40178 -0.366
C 6.11305 1.65200 -0.62961 -0.649
C 7.20338 0.81481 -0.45313 -0.377
C 7.00644 -0.49634 -0.05368 -0.666
C 5.72830 -0.97040 0.17800 -0.522
C 2.95049 -1.67330 1.13584 -0.525
C 1.65414 -2.03108 1.29846 -0.775
C 0.60313 -1.33776 0.60087 0.569
O -0.59756 -1.57743 0.71154 -0.726
C -3.22994 2.78193 0.45840 -1.044
C -3.86309 2.02787 -0.71682 -0.925
H -2.68578 -4.54010 -0.61939 0.399
H -3.62972 -3.88313 0.72647 0.309
H -2.11837 -3.10196 0.24732 0.044
H -3.13496 -2.48361 -1.95797 0.331
H -4.66690 -3.24504 -1.44910 0.316
H -5.49508 1.34977 1.18335 0.388
H -5.15249 -0.38890 1.21514 0.405
H -3.92749 1.29352 2.93967 0.466
H -3.06245 -0.09444 2.27820 0.348
H -1.96292 2.33322 2.15099 0.602
H -1.63724 -0.02188 0.64868 0.112
H -0.64389 -0.22852 -1.45509 0.422
H 0.67379 0.94516 -1.80170 0.356
H 3.97765 1.82572 -0.53291 0.474
H 6.26243 2.67393 -0.94475 0.376
H 8.20358 1.18146 -0.62984 0.381
H 7.85274 -1.15502 0.07526 0.376
H 5.59033 -2.00201 0.46616 0.318
H 3.73626 -2.17242 1.68107 0.330
H 1.35128 -2.82828 1.95995 0.460
H -3.98631 3.30643 1.04319 0.486
H -2.51556 3.51221 0.08260 0.498
H -4.74597 2.56482 -1.08194 0.325
H -3.15544 1.92722 -1.54175 0.403
```

Properties
SMILES = CCOC(=O)N1CCC(NC(=O)Cn2nc(-c3ccccc3)ccc2=O)CC1
HOMO = -8.63 eV
Kohn-Sham gap = 8.524 eV
Relative energy (zero: lowest compared OMol25 entry of this formula, charge and spin) = 0.9726 eV
E_LUMO = -0.11 eV

(2)
C20H24O6S | wB97M-V/def2-TZVPD

```
51
Properties=species:S:1:pos:R:3:mulliken_charge:R:1
C -3.56174 2.43357 -0.67612 -0.716
O -4.66989 1.43512 -0.82852 -0.402
C -4.78392 0.49576 0.20740 1.913
C -3.57186 -0.41683 0.18212 0.275
C -2.51112 -0.38372 1.09293 -0.321
C -1.49794 -1.28347 0.95774 -1.036
C -1.36651 -2.11515 -0.14798 0.947
C -0.25238 -3.11269 -0.12379 -1.450
C -2.30916 -1.91828 -1.20706 -0.773
C -3.36947 -1.06073 -1.04542 -0.957
H -3.61899 2.96917 -1.61838 0.361
H -3.68688 3.09366 0.16012 0.245
H -2.59558 1.91911 -0.55193 0.268
H -3.92791 1.55901 1.47039 0.916
H -2.45130 0.35010 1.91735 0.427
H -0.76473 -1.31084 1.79833 0.232
H 0.05196 -3.43984 -1.11363 0.379
H 0.60118 -2.69199 0.41011 0.350
H -0.62239 -3.96543 0.45758 0.279
H -2.14694 -2.46755 -2.15653 0.306
H -4.04143 -0.85461 -1.90144 0.417
C -3.39906 -1.89774 4.84815 -1.002
C -4.27849 -0.64311 4.66624 -0.321
O -4.35746 -0.34084 3.23733 -0.039
C -5.25025 0.62571 2.89065 0.108
C -4.99073 1.29806 1.48061 -0.606
O -5.79076 2.41800 1.24226 -0.376
C -7.10398 2.71874 1.84088 -0.644
S -6.87254 -0.73629 1.10802 0.837
C -8.21346 -0.23759 0.00246 0.421
C -9.42353 -0.88442 0.23091 -0.471
C -10.45049 -0.71852 -0.68528 -0.660
C -10.27132 0.15525 -1.76442 -0.387
C -9.09017 0.90929 -1.91458 -0.850
C -8.04701 0.71169 -1.01248 0.063
O -5.84701 -0.41371 -0.14460 -0.403
O -6.97856 -2.16179 1.54281 -0.724
O -6.05510 1.04608 3.69801 -0.618
H -3.21900 -2.15094 5.91847 0.402
H -3.90346 -2.78406 4.41073 0.283
H -2.38013 -1.73862 4.39861 0.196
H -5.28919 -0.78111 5.09601 0.285
H -3.79252 0.22385 5.15153 0.280
H -7.49354 3.52756 1.21439 0.294
H -7.74971 1.85420 1.76074 0.252
H -6.99610 3.02116 2.89657 0.227
H -9.49076 -1.53856 1.10383 0.382
H -11.38830 -1.26443 -0.52475 0.374
H -11.08493 0.29782 -2.46780 0.365
H -8.98745 1.63894 -2.72052 0.418
H -7.11670 1.28427 -1.11197 0.252
```

Properties
HOMO = -8.78 eV
Kohn-Sham gap = 9.466 eV
Relative energy (zero: lowest compared OMol25 entry of this formula, charge and spin) = 0.0000 eV
E_LUMO = 0.68 eV

(3)
C20H25CaN5S4Se2 | wB97M-V/def2-TZVPD

```
57
Properties=species:S:1:pos:R:3:mulliken_charge:R:1
Ca 0.53779 0.18301 -0.57482 0.759
C -1.64444 -2.07030 -1.06530 -0.847
N -1.01599 -1.56883 0.14380 0.146
C -0.45818 -2.49277 1.10448 -0.917
C 0.96444 -2.12369 1.40347 0.266
N 1.70224 -1.41520 0.59602 -0.418
C 2.93295 -1.28848 1.19270 0.334
C 4.06975 -0.61045 0.76910 -0.561
C 5.16242 -0.62797 1.61317 -0.744
C 5.13210 -1.29851 2.83914 -0.427
C 4.01108 -1.97656 3.27353 -1.137
C 2.91127 -1.96569 2.43095 0.776
N 1.64004 -2.49624 2.52569 0.014
C -0.99465 -1.46648 -2.27474 0.613
N 0.26848 -1.12872 -2.31069 -0.700
C 0.48026 -0.56846 -3.54568 0.661
C 1.61561 0.04163 -4.06466 -0.712
C 1.51791 0.58141 -5.33225 -0.677
C 0.33305 0.50764 -6.06787 -0.443
C -0.80381 -0.09652 -5.56522 -1.065
C -0.71820 -0.62561 -4.28677 0.587
N -1.62338 -1.25183 -3.45798 -0.013
H -1.54119 -3.16218 -1.11430 0.369
H -2.71244 -1.81929 -1.08751 0.340
H -1.60428 -0.86771 0.57882 0.039
H -1.03030 -2.51043 2.04485 0.314
H -0.47106 -3.50888 0.68897 0.328
H 4.07096 -0.08744 -0.17556 0.429
H 6.05920 -0.10106 1.32925 0.415
H 6.01070 -1.27956 3.46890 0.392
H 3.98338 -2.47212 4.23272 0.409
H 1.27204 -3.00949 3.30890 0.243
H 2.52499 0.09497 -3.47975 0.436
H 2.37593 1.07236 -5.76724 0.397
H 0.30334 0.94549 -7.05503 0.383
H -1.72096 -0.13689 -6.13273 0.399
H -2.61449 -1.31555 -3.61370 0.269
S 1.94624 2.38379 -0.56301 -0.356
S 0.25953 3.49694 -0.81402 -0.145
S -0.97173 2.60720 -2.19503 -0.009
S -2.08108 1.13132 -1.32210 -0.420
C 0.55374 0.21568 5.03730 -1.095
Se 0.81525 0.59890 3.12457 0.403
C 0.52755 2.53079 3.23463 -0.711
C -0.94042 2.87176 3.13147 -0.874
Se -1.61044 2.19360 1.38699 0.283
C -2.96233 0.96937 2.10332 -1.020
H 1.36510 0.67182 5.60078 0.304
H 0.57246 -0.86295 5.17495 0.280
H -0.40584 0.61303 5.36197 0.347
H 1.08268 2.94855 2.38842 0.269
H 0.98175 2.87279 4.17015 0.460
H -1.08788 3.95476 3.15886 0.409
H -1.52772 2.40895 3.92700 0.330
H -3.66280 1.53966 2.71206 0.373
H -2.48123 0.19154 2.70013 0.177
H -3.47815 0.55046 1.23874 0.337
```

Properties
HOMO = -6.30 eV
Kohn-Sham gap = 6.203 eV
Relative energy (zero: lowest compared OMol25 entry of this formula, charge and spin) = 1.2531 eV
E_LUMO = -0.09 eV

What did the first record say?
C20H24N4O4 | wB97M-V/def2-TZVPD

```
52
Properties=species:S:1:pos:R:3:mulliken_charge:R:1
C -2.99651 -3.62705 -0.11931 -0.841
C -3.75754 -2.74571 -1.09666 -0.367
O -4.16581 -1.54250 -0.44768 -0.353
C -3.77214 -0.37700 -1.00097 0.891
O -3.10830 -0.29096 -2.01108 -0.689
N -4.25443 0.68877 -0.31630 0.128
C -4.71593 0.59421 1.04913 -0.857
C -3.54670 0.84850 2.02025 -0.938
C -2.51361 1.78254 1.37622 -0.274
N -1.56820 0.99228 0.60639 0.192
C -0.62130 1.51292 -0.18251 0.745
O -0.34670 2.69041 -0.27340 -0.683
C 0.10645 0.43844 -1.02076 -1.189
N 1.04996 -0.33099 -0.23727 1.149
N 2.30737 0.01347 -0.39685 -1.121
C 3.25990 -0.60430 0.24738 0.404
C 4.62761 -0.13300 0.01045 0.886
C 4.83418 1.18355 -0.40178 -0.366
C 6.11305 1.65200 -0.62961 -0.649
C 7.20338 0.81481 -0.45313 -0.377
C 7.00644 -0.49634 -0.05368 -0.666
C 5.72830 -0.97040 0.17800 -0.522
C 2.95049 -1.67330 1.13584 -0.525
C 1.65414 -2.03108 1.29846 -0.775
C 0.60313 -1.33776 0.60087 0.569
O -0.59756 -1.57743 0.71154 -0.726
C -3.22994 2.78193 0.45840 -1.044
C -3.86309 2.02787 -0.71682 -0.925
H -2.68578 -4.54010 -0.61939 0.399
H -3.62972 -3.88313 0.72647 0.309
H -2.11837 -3.10196 0.24732 0.044
H -3.13496 -2.48361 -1.95797 0.331
H -4.66690 -3.24504 -1.44910 0.316
H -5.49508 1.34977 1.18335 0.388
H -5.15249 -0.38890 1.21514 0.405
H -3.92749 1.29352 2.93967 0.466
H -3.06245 -0.09444 2.27820 0.348
H -1.96292 2.33322 2.15099 0.602
H -1.63724 -0.02188 0.64868 0.112
H -0.64389 -0.22852 -1.45509 0.422
H 0.67379 0.94516 -1.80170 0.356
H 3.97765 1.82572 -0.53291 0.474
H 6.26243 2.67393 -0.94475 0.376
H 8.20358 1.18146 -0.62984 0.381
H 7.85274 -1.15502 0.07526 0.376
H 5.59033 -2.00201 0.46616 0.318
H 3.73626 -2.17242 1.68107 0.330
H 1.35128 -2.82828 1.95995 0.460
H -3.98631 3.30643 1.04319 0.486
H -2.51556 3.51221 0.08260 0.498
H -4.74597 2.56482 -1.08194 0.325
H -3.15544 1.92722 -1.54175 0.403
```

Properties
SMILES = CCOC(=O)N1CCC(NC(=O)Cn2nc(-c3ccccc3)ccc2=O)CC1
HOMO = -8.63 eV
Kohn-Sham gap = 8.524 eV
Relative energy (zero: lowest compared OMol25 entry of this formula, charge and spin) = 0.9726 eV
E_LUMO = -0.11 eV